The following is a DFT calculation (ωB97M-V with the def2-TZVPD basis set) of the molecule C5H5Cl.

The geometry in XYZ format:
```
11
Properties=species:S:1:pos:R:3:lowdin_charge:R:1
C 0.032 2.303 1.340 0.0314
C 0.072 1.495 0.439 -0.0086
C 0.478 0.023 -0.599 -0.1603
C -0.499 -1.099 -0.475 -0.1474
C 0.840 -1.201 0.200 -0.6577
Cl 2.102 -2.418 -0.190 0.5621
H -0.299 3.044 1.965 -0.0155
H 0.766 0.513 -1.514 0.1070
H -1.322 -1.138 0.209 0.1045
H -0.661 -1.756 -1.312 0.1038
H 0.817 -1.108 1.257 0.0807
```

## Properties
Energy, Ha: -653.54469
F_max, eV/Å: 5.4
SMILES: C#C[C@@H]1C[C@H]1Cl
Gap between HOMO and LUMO, eV: 11.008



The following is a DFT calculation (ωB97M-V with the def2-TZVPD basis set) of the molecule C8H17N.

The geometry in XYZ format:
```
26
Properties=species:S:1:pos:R:3:lowdin_charge:R:1
C 0.224 1.485 -1.644 0.0781
C 0.114 0.625 -0.642 -0.2178
N -1.215 -0.344 -0.647 -0.2354
C -2.510 0.171 -0.245 -0.1332
C -1.249 -1.697 -1.161 -0.1273
C 0.802 0.082 0.523 -0.4784
C 0.080 0.069 1.868 -0.0521
C 1.667 -1.149 0.287 -0.0539
C 1.948 1.457 0.644 -0.0314
H 1.083 2.134 -1.763 0.0588
H -0.551 1.540 -2.398 0.0723
H -3.220 0.168 -1.085 0.0698
H -2.953 -0.431 0.564 0.0741
H -2.436 1.201 0.117 0.0787
H -1.463 -2.429 -0.368 0.0753
H -0.306 -1.965 -1.646 0.0770
H -2.025 -1.814 -1.932 0.0726
H -0.544 0.957 1.997 0.0867
H 0.804 0.035 2.688 0.0827
H -0.549 -0.819 1.956 0.0804
H 1.075 -2.063 0.358 0.0737
H 2.161 -1.119 -0.687 0.0903
H 2.443 -1.221 1.056 0.0839
H 2.526 1.209 1.537 0.0510
H 2.647 1.507 -0.193 0.0578
H 1.447 2.411 0.816 0.0661
```

## Properties
Energy, Ha: -369.66087
F_max, eV/Å: 6.7
SMILES: C=C(N(C)C)C(C)(C)C
Gap between HOMO and LUMO, eV: 8.348



The following is a DFT calculation (ωB97M-V with the def2-TZVPD basis set) of a cluster of 2 separate species, C4H11NO in total.

The geometry in XYZ format:
```
17
Properties=species:S:1:pos:R:3:lowdin_charge:R:1
C -0.677 -0.544 2.247 0.0004
C -0.948 -0.886 0.986 -0.1811
C -1.164 0.240 -0.007 -0.2699
N 0.068 0.833 -0.433 -0.1362
C 0.211 2.118 -1.011 -0.1500
H -0.089 -1.107 2.971 0.0534
H -0.980 0.432 2.616 0.0596
H -1.092 -1.949 0.690 0.1074
H -1.747 -0.269 -0.804 0.1077
H -1.770 1.017 0.476 0.1182
H 0.757 0.183 -0.773 0.0686
H -0.192 2.937 -0.411 0.0744
H 1.242 2.347 -1.275 0.0755
H -0.265 2.204 -2.041 0.0849
O 1.924 -1.715 -1.296 -0.0522
H 2.471 -2.319 -0.782 0.0445
H 1.305 -1.395 -0.630 -0.0052
```

## Properties
Energy, Ha: -288.92139
F_max, eV/Å: 2.5
SMILES: C=CCNC.O
Gap between HOMO and LUMO, eV: 9.244



The following is a DFT calculation (ωB97M-V with the def2-TZVPD basis set) of a structure of composition C29H36AuN3O5S.

The geometry in XYZ format:
```
75
Properties=species:S:1:pos:R:3:lowdin_charge:R:1
Au -0.591 -0.192 0.194 1.0629
C -1.071 5.034 3.430 -0.0235
O -0.526 5.420 2.154 -0.1427
C -1.444 5.862 1.223 -0.2467
C -1.427 7.197 0.844 0.0212
C -2.306 7.656 -0.122 -0.0463
C -3.204 6.783 -0.721 -0.0546
C -3.204 5.445 -0.364 -0.0072
C -2.322 4.976 0.603 -0.1627
N -2.372 3.582 0.938 0.1834
C -1.438 2.659 0.627 -0.3547
N -0.160 3.098 0.565 0.2007
C 0.954 2.653 -0.239 -0.1915
C 1.072 1.218 -0.695 -0.2835
C 2.118 0.340 -0.268 -0.0515
C 3.069 0.889 0.536 0.0129
C 3.115 2.267 0.940 0.0235
C 2.178 3.135 0.505 -0.2210
O 2.112 4.438 0.721 -0.0391
C 3.090 5.038 1.588 0.0035
N -1.775 1.398 0.471 -0.0448
C -3.169 1.066 0.449 -0.2619
C -3.782 0.569 1.590 -0.0343
C -5.125 0.224 1.567 -0.0680
C -5.840 0.372 0.389 -0.0502
C -5.240 0.866 -0.762 0.0043
C -3.899 1.230 -0.743 -0.2433
O -3.211 1.732 -1.789 -0.1033
C -3.932 2.033 -2.982 -0.0418
H -0.297 5.225 4.169 0.0979
H -1.334 3.975 3.436 0.0832
H -1.950 5.634 3.662 0.1077
H -0.729 7.863 1.333 0.1315
H -2.297 8.700 -0.401 0.1189
H -3.897 7.142 -1.469 0.1162
H -3.887 4.746 -0.831 0.1191
H -3.294 3.206 1.118 0.1567
H -0.005 4.010 0.996 0.1233
H 2.230 -0.633 -0.720 0.1180
H 3.919 0.274 0.808 0.1338
H 3.951 2.595 1.538 0.1227
H 2.821 6.086 1.644 0.1063
H 4.087 4.929 1.161 0.1093
H 3.038 4.577 2.574 0.1110
H -3.193 0.458 2.493 0.1189
H -5.604 -0.161 2.456 0.1131
H -6.885 0.095 0.352 0.1192
H -5.825 0.944 -1.667 0.1158
H -3.277 2.670 -3.570 0.0915
H -4.852 2.580 -2.766 0.0989
H -4.159 1.123 -3.539 0.1084
C -0.427 3.593 -2.279 0.0323
C 0.817 2.920 -1.791 -0.3418
C 2.091 3.373 -2.453 0.0339
O 0.714 1.402 -1.958 0.0953
H -0.485 3.488 -3.363 0.1136
H -0.380 4.658 -2.043 0.1154
H -1.326 3.165 -1.841 0.0662
H 2.254 4.428 -2.230 0.1137
H 2.014 3.260 -3.534 0.1109
H 2.952 2.805 -2.101 0.1061
O 0.143 -2.109 -0.085 -0.7029
S 0.801 -2.951 1.041 1.0077
C 1.234 -4.502 0.194 -0.2843
C 0.220 -5.566 0.614 -0.2080
C -0.247 -5.193 2.018 -0.2202
C -0.574 -3.705 1.955 -0.3093
H 2.252 -4.746 0.497 0.0995
H 1.230 -4.256 -0.867 0.1029
H 0.676 -6.554 0.586 0.1270
H -0.624 -5.570 -0.077 0.1254
H 0.541 -5.381 2.750 0.1246
H -1.123 -5.757 2.334 0.1290
H -0.681 -3.212 2.919 0.0965
H -1.454 -3.518 1.336 0.1054
```

## Properties
Net charge: +2
Energy, Ha: -2200.41101
F_max, eV/Å: 0.5
Gap between HOMO and LUMO, eV: 6.525



The following is a DFT calculation (ωB97M-V with the def2-TZVPD basis set) of the molecule C3H5N2PS.

The geometry in XYZ format:
```
12
Properties=species:S:1:pos:R:3:lowdin_charge:R:1
C 1.189 -1.497 0.169 -0.0419
C -0.212 -0.890 0.085 -0.2729
N -1.378 -1.469 0.047 -0.1188
N -2.482 -0.784 -0.028 -0.4016
S -2.289 0.834 0.159 0.9111
C -0.551 0.878 0.180 -0.7903
P 0.743 2.095 0.059 0.7172
H 1.839 -0.776 -0.403 0.0862
H 1.465 -1.500 1.149 0.0410
H 1.272 -2.443 -0.214 0.0453
H -0.246 3.219 0.161 -0.0765
H 0.649 2.333 -1.363 -0.0989
```

## Properties
Energy, Ha: -966.22929
F_max, eV/Å: 6.2
SMILES: Cc1nnsc1P
Gap between HOMO and LUMO (spin up / spin down), eV: 8.269 / 8.270



The following is a DFT calculation (ωB97M-V with the def2-TZVPD basis set) of the molecule C2H6N2O2.

The geometry in XYZ format:
```
12
Properties=species:S:1:pos:R:3:lowdin_charge:R:1
C -1.094 1.093 0.009 -0.0927
N -0.685 -0.268 -0.332 -0.2543
O -1.519 -1.168 0.457 -0.0767
C 0.643 -0.795 -0.270 -0.1261
N 1.497 0.118 0.265 -0.0110
O 2.834 -0.343 0.097 -0.1373
H -1.014 1.192 1.173 0.1169
H -2.103 1.168 -0.341 0.0610
H -0.517 1.927 -0.486 0.0962
H -2.210 -1.529 -0.160 0.1159
H 0.834 -1.911 -0.746 0.1848
H 3.333 0.515 0.335 0.1230
```

## Properties
Energy, Ha: -339.63173
F_max, eV/Å: 5.2
SMILES: CN(O)/C=N/O
Gap between HOMO and LUMO, eV: 9.509